[1]
{
  "formula": "C3H7NOS2",
  "method": "ωB97M-V/def2-TZVPD",
  "homo_lumo_gap_ha": 0.3158,
  "charge": 0,
  "lumo_ha": -0.0015,
  "smiles": "CSCONC=S",
  "mol_weight_da": 137.2,
  "elements": ["C", "C", "C", "H", "H", "H", "H", "H", "H", "H", "N", "O", "S", "S"],
  "xyz": [[1.361, 1.517, 0.301], [0.583, -1.038, -1.123], [-1.908, -0.111, 0.602], [1.030, 2.067, -0.547], [2.012, 2.276, 0.800], [0.516, 0.939, 1.019], [0.286, -0.125, -1.750], [0.877, -1.864, -1.851], [-1.107, -1.654, 1.654], [-2.432, -0.043, 1.563], [-0.804, -0.898, 0.772], [-0.264, -1.614, -0.214], [2.172, -0.066, -0.350], [-2.323, 0.614, -0.877]],
  "nbo_charge": [-0.738, -0.153, -0.081, 0.212, 0.240, 0.240, 0.215, 0.232, 0.390, 0.201, -0.289, -0.368, 0.029, -0.131]
}

=====

[2]
{
  "formula": "C3H7NOS2",
  "method": "ωB97M-V/def2-TZVPD",
  "homo_lumo_gap_ha": 0.2839,
  "charge": 0,
  "lumo_ha": -0.0098,
  "mol_weight_da": 137.2,
  "elements": ["N", "C", "C", "O", "C", "S", "S", "H", "H", "H", "H", "H", "H", "H"],
  "xyz": [[-1.689, 2.614, -0.145], [-0.742, 1.593, -0.480], [0.087, 2.576, 0.590], [0.434, 2.132, 1.652], [-0.529, 0.093, 0.036], [0.553, -1.099, -0.794], [0.715, -3.111, 0.071], [-2.568, 2.345, 0.182], [-1.904, 3.394, -0.701], [0.039, 1.576, -1.357], [1.012, 2.857, -0.098], [0.254, 0.071, 0.799], [-1.552, -0.329, 0.474], [-0.124, -3.489, -0.812]],
  "nbo_charge": [-0.779, -0.197, 0.398, -0.570, -0.587, 0.051, -0.078, 0.394, 0.402, 0.201, 0.169, 0.250, 0.227, 0.118]
}

=====

[3]
{
  "formula": "C3H7NOS2",
  "method": "ωB97M-V/def2-TZVPD",
  "homo_lumo_gap_ha": [0.2686, 0.1663],
  "charge": 1,
  "lumo_ha": [-0.1954, -0.2956],
  "spin_multiplicity": 2,
  "mol_weight_da": 137.2,
  "elements": ["N", "C", "C", "O", "C", "S", "S", "H", "H", "H", "H", "H", "H", "H"],
  "xyz": [[2.128, 0.593, -0.265], [0.777, -0.106, -0.193], [1.393, -0.222, 1.391], [1.541, 0.739, 2.170], [-0.799, 0.115, -0.112], [-1.684, -0.929, -1.019], [-3.715, -0.209, -0.698], [2.204, 1.600, -0.375], [2.593, 0.063, -1.008], [0.852, -1.123, -0.508], [0.952, -1.283, 1.738], [-1.131, -0.235, 0.878], [-1.033, 1.179, -0.007], [-4.079, -0.183, -1.990]],
  "nbo_charge": [-0.625, 0.019, 0.407, -0.338, -0.669, 0.179, -0.066, 0.444, 0.427, 0.228, 0.281, 0.264, 0.280, 0.169]
}

=====

In the order shown, the computed energy relative to the best compared isomer or geometry (same formula, charge and spin) values come out to 512.54 666.32 478.80 kJ/mol.